# C2H5N3O2

An isolated molecule of C2H5N3O2 in a non-equilibrium geometry (the ωB97M-V functional and the def2-TZVPD basis, the Open Molecules 2025 dataset).

Calculated values
* HOMO level: -0.3433 Ha
* SMILES: N[C@]12ON[C@@]1(N)O2
* gap between HOMO and LUMO: 10.2358 eV
* total charge: 0
* ΔE to the lowest compared entry with this formula, charge and spin: 113.0 kcal/mol
* DFT total energy: -393.83918 Ha

Geometry (Å):
N (1.628, -0.478, -0.946)
C (0.716, 0.275, -0.237)
O (1.050, 0.918, 1.004)
N (-0.395, 0.927, 1.378)
C (-0.697, 0.186, 0.162)
N (-1.733, -0.727, 0.050)
O (-0.243, 1.039, -0.902)
H (2.148, 0.079, -1.614)
H (2.254, -0.981, -0.330)
H (-0.483, 0.334, 2.203)
H (-1.611, -1.312, -0.769)
H (-2.634, -0.261, 0.000)

These are the Löwdin partial charges, in e, on atoms 1 to 2: N 0.168; C -0.548


# C3H12O4

A cluster of 4 separate species, C3H12O4 in total in a non-equilibrium geometry (the ωB97M-V functional and the def2-TZVPD basis, the Open Molecules 2025 dataset).

Calculated values
* HOMO level (spin up / spin down): -0.4942 / -0.4942 Ha
* gap between HOMO and LUMO (spin up / spin down): 8.2322 / 5.6974 eV
* total charge: +1
* spin multiplicity: 2
* ΔE to the lowest compared entry with this formula, charge and spin: 30.4 kcal/mol
* DFT total energy: -422.08668 Ha

Geometry (Å):
C (-0.182, 3.259, 1.613)
C (-0.950, 2.411, 0.697)
C (-0.372, 1.257, 0.177)
O (-0.918, 0.126, 0.010)
H (-0.806, 3.494, 2.481)
H (-0.032, 4.266, 1.198)
H (0.775, 2.824, 1.885)
H (-1.914, 2.820, 0.462)
H (0.686, 1.233, -0.102)
H (-1.784, 0.156, 0.353)
H (2.822, 0.752, 0.722)
H (2.863, 0.318, -0.706)
O (3.069, 1.083, -0.153)
H (-1.109, -1.038, -2.770)
H (-2.564, -1.567, -2.546)
O (-1.851, -1.488, -3.183)
H (0.065, -6.918, -0.069)
H (1.481, -6.774, -0.148)
O (0.720, -6.216, 0.078)

These are the Löwdin partial charges, in e, on atoms 1 to 2: C -0.029; C 0.040


# C10H13NPTb

A structure of composition C10H13NPTb in a non-equilibrium geometry (the ωB97M-V functional and the def2-TZVPD basis, the Open Molecules 2025 dataset).

Calculated values
* HOMO level (spin up / spin down): -0.2013 / -0.2010 Ha
* gap between HOMO and LUMO (spin up / spin down): 4.6761 / 3.9609 eV
* total charge: 0
* spin multiplicity: 7
* ΔE to the lowest compared entry with this formula, charge and spin: 0.0 kcal/mol
* DFT total energy: -1609.12566 Ha

Geometry (Å):
C (-1.154, 1.509, -0.276)
C (-0.851, 2.831, -0.635)
C (0.141, 2.838, -1.661)
C (0.489, 1.497, -1.998)
C (-0.241, 0.603, -1.207)
Tb (-0.679, -1.530, 1.808)
P (1.216, -2.933, 0.480)
H (-1.896, 1.143, 0.442)
H (-1.307, 3.719, -0.192)
H (0.564, 3.731, -2.116)
H (-0.241, -0.490, -1.237)
H (1.216, 1.211, -2.759)
H (2.315, -2.319, -0.223)
H (0.892, -3.920, -0.524)
H (1.994, -3.798, 1.343)
C (0.337, 2.056, 3.566)
C (1.104, 2.001, 2.395)
C (1.480, 0.780, 1.887)
N (0.946, -0.351, 2.429)
C (0.317, -0.340, 3.682)
C (-0.019, 0.895, 4.234)
H (0.043, 3.029, 3.970)
H (1.387, 2.905, 1.856)
H (2.134, 0.619, 1.038)
H (0.256, -1.317, 4.191)
H (-0.549, 0.905, 5.186)

These are the Löwdin partial charges, in e, on atoms 1 to 2: C -0.202; C -0.223


# C20H17MoN2O9S2

A structure of composition C20H17MoN2O9S2 (the ωB97M-V functional and the def2-TZVPD basis, the Open Molecules 2025 dataset).

Calculated values
* HOMO level (spin up / spin down): -0.4347 / -0.4427 Ha
* gap between HOMO and LUMO (spin up / spin down): 7.3070 / 7.1628 eV
* total charge: +1
* spin multiplicity: 3
* ΔE to the lowest compared entry with this formula, charge and spin: 0.0 kcal/mol
* DFT total energy: -2423.45434 Ha

Geometry (Å):
Mo (-0.636, -0.950, -2.449)
O (-3.344, 0.425, 3.879)
C (-4.197, 0.422, 2.758)
C (-3.395, 0.078, 1.537)
C (-3.995, 0.057, 0.283)
C (-3.237, -0.255, -0.824)
N (-1.933, -0.548, -0.730)
C (-1.342, -0.534, 0.480)
C (-2.042, -0.225, 1.629)
C (0.095, -0.875, 0.462)
C (0.915, -0.829, 1.574)
C (2.245, -1.213, 1.458)
C (3.174, -1.149, 2.635)
O (2.617, -0.296, 3.611)
C (2.701, -1.671, 0.227)
C (1.851, -1.663, -0.852)
N (0.575, -1.248, -0.742)
H (-3.856, 0.617, 4.670)
H (-4.664, 1.401, 2.600)
H (-5.001, -0.315, 2.860)
H (-5.044, 0.291, 0.158)
H (-3.657, -0.254, -1.821)
H (-1.563, -0.214, 2.595)
H (0.544, -0.483, 2.526)
H (4.149, -0.786, 2.291)
H (3.317, -2.166, 3.018)
H (3.105, -0.384, 4.436)
H (3.721, -2.004, 0.092)
H (2.170, -1.984, -1.834)
O (1.355, -3.954, -3.304)
S (0.406, -3.147, -4.000)
O (0.738, -1.643, -3.739)
O (0.108, -3.378, -5.366)
S (-1.372, -3.083, -2.853)
O (-2.434, 2.483, -2.768)
C (-1.587, 1.642, -2.760)
O (-1.737, 0.412, -3.296)
C (-0.270, 1.744, -2.049)
C (0.889, 1.256, -2.662)
C (2.126, 1.273, -1.987)
C (2.114, 1.741, -0.703)
O (3.131, 1.777, 0.191)
C (2.642, 2.500, 1.330)
O (1.221, 2.597, 1.176)
C (0.951, 2.239, -0.098)
C (-0.249, 2.278, -0.748)
H (0.866, 0.971, -3.709)
H (3.033, 0.927, -2.461)
H (3.075, 3.502, 1.337)
H (2.866, 1.945, 2.237)
H (-1.148, 2.673, -0.294)

These are the Löwdin partial charges, in e, on atoms 1 to 2: Mo 1.460; O -0.042


# C20H36Ag2CuN2O20S2

A structure of composition C20H36Ag2CuN2O20S2 in a non-equilibrium geometry (the ωB97M-V functional and the def2-TZVPD basis, the Open Molecules 2025 dataset).

Calculated values
* HOMO level (spin up / spin down): -0.6305 / -0.6304 Ha
* gap between HOMO and LUMO (spin up / spin down): 7.1556 / 3.3517 eV
* total charge: +3
* spin multiplicity: 3
* ΔE to the lowest compared entry with this formula, charge and spin: 57.7 kcal/mol
* DFT total energy: -5127.12946 Ha

Geometry (Å):
Ag (2.864, -2.121, -0.531)
Ag (2.855, -0.777, 2.702)
Cu (-0.022, -3.987, -2.278)
O (1.555, -0.609, 0.858)
C (0.608, -0.087, -0.049)
C (0.240, -0.667, -1.453)
O (0.968, -1.788, -1.871)
H (0.704, 0.995, -0.129)
H (-0.305, -0.195, 0.537)
H (0.128, 0.045, -2.270)
H (-0.818, -0.932, -1.471)
C (-3.382, 0.104, -2.507)
N (-3.399, 0.918, -3.789)
O (-3.146, 2.147, -3.687)
O (-3.844, 0.411, -4.859)
H (-4.428, -0.119, -2.295)
H (-3.058, 0.602, -1.593)
H (-3.024, -0.911, -2.677)
C (0.901, -1.510, -5.264)
N (2.233, -0.884, -5.128)
O (3.212, -1.570, -4.905)
O (2.404, 0.307, -5.291)
H (0.634, -1.153, -6.258)
H (0.329, -1.041, -4.464)
H (0.991, -2.584, -5.097)
O (4.158, 1.139, 1.876)
C (3.914, 2.340, 1.677)
O (4.765, 3.284, 2.143)
C (4.232, 4.563, 2.108)
C (3.099, 4.350, 1.139)
C (2.637, 2.885, 1.251)
H (4.965, 5.317, 1.822)
H (3.896, 4.873, 3.098)
H (3.532, 4.610, 0.173)
H (2.285, 5.042, 1.359)
H (2.584, 2.625, 0.194)
H (1.753, 2.503, 1.762)
O (1.135, -2.279, 3.288)
C (1.127, -3.496, 3.335)
O (-0.022, -4.086, 3.563)
C (0.017, -5.470, 3.196)
C (1.512, -5.796, 3.025)
C (2.227, -4.468, 3.002)
H (-0.557, -5.449, 2.269)
H (-0.457, -6.209, 3.842)
H (1.669, -6.385, 2.121)
H (1.993, -6.313, 3.856)
H (2.707, -4.275, 2.042)
H (3.050, -4.413, 3.715)
O (-1.647, 3.302, 0.685)
C (-1.972, 2.441, 1.491)
O (-3.028, 1.627, 1.154)
C (-3.328, 0.770, 2.255)
C (-2.157, 0.762, 3.119)
C (-1.651, 2.202, 3.003)
H (-3.554, -0.254, 1.959)
H (-4.268, 1.128, 2.675)
H (-1.260, 0.207, 2.844)
H (-2.558, 0.364, 4.051)
H (-0.601, 2.468, 3.124)
H (-2.263, 2.949, 3.509)
C (-0.193, 3.633, -3.131)
C (0.590, 3.652, -1.791)
O (1.690, 4.568, -1.965)
S (1.420, 5.713, -3.171)
O (2.613, 5.919, -3.984)
O (0.824, 6.899, -2.609)
O (0.287, 4.699, -3.936)
H (-1.186, 4.081, -3.081)
H (-0.067, 2.765, -3.778)
H (1.104, 2.701, -1.652)
H (-0.014, 3.891, -0.915)
C (-1.709, -2.838, 0.855)
C (-2.669, -3.545, 1.899)
O (-3.930, -3.364, 1.210)
S (-3.777, -3.471, -0.397)
O (-4.768, -2.592, -1.135)
O (-3.665, -4.844, -0.896)
O (-2.267, -2.692, -0.361)
H (-0.748, -3.351, 0.820)
H (-1.583, -1.797, 1.152)
H (-2.529, -2.885, 2.755)
H (-2.552, -4.598, 2.155)

These are the Löwdin partial charges, in e, on atoms 1 to 2: Ag 0.835; Ag 0.833


# C34H87N5O14

A cluster of 7 separate species, C34H87N5O14 in total in a non-equilibrium geometry (the ωB97M-V functional and the def2-TZVPD basis, the Open Molecules 2025 dataset).

Calculated values
* HOMO level: -0.3069 Ha
* SMILES: COCCNCCOC.COCCNCCOC.COCCNCCOC.COCCNCCOC.COCCNCCOC.OCCO.OCCO
* gap between HOMO and LUMO: 8.7517 eV
* total charge: 0
* ΔE to the lowest compared entry with this formula, charge and spin: 123.1 kcal/mol
* DFT total energy: -2674.27844 Ha

Geometry (Å):
C (-24.419, 28.294, 1.865)
O (-24.449, 26.965, 1.207)
C (-23.663, 25.929, 1.749)
C (-23.649, 24.682, 0.869)
N (-23.020, 25.015, -0.421)
C (-23.163, 24.016, -1.411)
C (-22.269, 24.213, -2.695)
O (-21.546, 23.002, -3.053)
C (-20.658, 23.097, -4.118)
H (-23.444, 28.699, 2.136)
H (-24.953, 28.220, 2.813)
H (-24.984, 28.917, 1.173)
H (-24.022, 25.810, 2.771)
H (-22.663, 26.359, 1.805)
H (-24.680, 24.390, 0.671)
H (-23.097, 23.916, 1.414)
H (-23.256, 25.926, -0.787)
H (-24.233, 24.154, -1.567)
H (-22.921, 23.066, -0.934)
H (-21.638, 25.090, -2.548)
H (-22.816, 24.384, -3.622)
H (-19.881, 23.836, -3.922)
H (-21.352, 23.309, -4.931)
H (-20.208, 22.152, -4.421)
C (-16.303, 20.336, -2.359)
O (-17.219, 19.221, -2.270)
C (-17.182, 18.459, -1.109)
C (-17.958, 19.138, 0.103)
N (-18.178, 18.236, 1.188)
C (-18.795, 18.692, 2.410)
C (-18.200, 19.949, 3.068)
O (-17.137, 19.733, 3.964)
C (-16.178, 18.936, 3.409)
H (-15.238, 20.116, -2.427)
H (-16.294, 21.005, -1.498)
H (-16.531, 20.849, -3.293)
H (-16.176, 18.139, -0.834)
H (-17.790, 17.634, -1.480)
H (-18.920, 19.498, -0.263)
H (-17.418, 20.030, 0.421)
H (-18.821, 17.527, 0.864)
H (-18.775, 17.870, 3.126)
H (-19.824, 18.973, 2.185)
H (-19.061, 20.292, 3.641)
H (-17.852, 20.773, 2.445)
H (-15.930, 19.058, 2.354)
H (-16.343, 17.864, 3.514)
H (-15.231, 19.119, 3.918)
C (-19.108, 24.502, -7.606)
O (-18.762, 24.460, -9.029)
C (-19.840, 23.934, -9.833)
C (-19.348, 23.200, -11.018)
N (-20.312, 22.688, -12.010)
C (-20.623, 23.702, -13.015)
C (-19.596, 23.955, -14.199)
O (-19.359, 22.624, -14.899)
C (-18.389, 22.846, -16.023)
H (-20.141, 24.811, -7.447)
H (-18.380, 25.151, -7.117)
H (-19.001, 23.504, -7.182)
H (-20.591, 24.647, -10.174)
H (-20.433, 23.199, -9.289)
H (-18.801, 22.347, -10.616)
H (-18.559, 23.776, -11.502)
H (-19.877, 21.890, -12.451)
H (-20.827, 24.650, -12.517)
H (-21.450, 23.307, -13.605)
H (-18.609, 24.067, -13.750)
H (-19.929, 24.730, -14.889)
H (-18.162, 21.965, -16.623)
H (-17.383, 23.141, -15.724)
H (-18.737, 23.562, -16.768)
C (-9.630, 27.931, -6.706)
O (-10.932, 27.786, -5.984)
C (-10.869, 27.321, -4.625)
C (-12.213, 27.192, -3.984)
N (-12.882, 28.471, -3.678)
C (-14.186, 28.327, -3.085)
C (-15.221, 28.071, -4.216)
O (-16.601, 28.018, -3.806)
C (-16.932, 27.270, -2.614)
H (-9.742, 28.411, -7.678)
H (-9.077, 27.003, -6.850)
H (-8.968, 28.547, -6.098)
H (-10.341, 27.949, -3.908)
H (-10.379, 26.354, -4.515)
H (-12.217, 26.637, -3.046)
H (-12.774, 26.632, -4.732)
H (-12.390, 28.746, -2.840)
H (-14.582, 29.262, -2.687)
H (-14.246, 27.607, -2.269)
H (-15.006, 27.103, -4.669)
H (-15.360, 28.718, -5.082)
H (-18.006, 27.203, -2.441)
H (-16.470, 27.764, -1.760)
H (-16.580, 26.245, -2.497)
C (-12.595, 21.262, -0.596)
O (-11.533, 22.233, -0.968)
C (-11.942, 23.562, -1.324)
C (-10.853, 24.054, -2.270)
N (-10.246, 23.105, -3.193)
C (-11.039, 22.978, -4.451)
C (-10.405, 21.809, -5.231)
O (-10.857, 21.885, -6.591)
C (-10.533, 20.644, -7.190)
H (-13.175, 21.611, 0.259)
H (-12.131, 20.325, -0.286)
H (-13.216, 20.921, -1.424)
H (-11.787, 24.055, -0.364)
H (-12.913, 23.597, -1.817)
H (-10.020, 24.252, -1.595)
H (-11.056, 25.046, -2.672)
H (-10.373, 22.249, -2.672)
H (-10.962, 23.842, -5.111)
H (-12.083, 22.717, -4.280)
H (-10.463, 20.907, -4.622)
H (-9.363, 22.101, -5.362)
H (-9.445, 20.594, -7.155)
H (-11.010, 20.587, -8.169)
H (-11.011, 19.847, -6.621)
O (-14.558, 23.185, -5.070)
C (-15.329, 24.158, -4.243)
C (-16.830, 24.209, -4.649)
O (-17.370, 22.889, -4.717)
H (-14.538, 23.428, -5.998)
H (-15.375, 23.825, -3.206)
H (-14.847, 25.133, -4.302)
H (-16.794, 24.655, -5.644)
H (-17.534, 24.813, -4.076)
H (-16.611, 22.355, -4.962)
O (-12.948, 24.233, -10.250)
C (-12.003, 24.658, -9.327)
C (-12.587, 24.712, -7.910)
O (-13.222, 23.516, -7.516)
H (-13.301, 23.409, -9.907)
H (-11.169, 23.964, -9.432)
H (-11.530, 25.577, -9.672)
H (-13.300, 25.517, -7.732)
H (-11.803, 25.082, -7.250)
H (-12.495, 22.967, -7.213)

These are the Löwdin partial charges, in e, on atoms 1 to 2: C -0.058; O -0.222


# C26H48Cl14O6S

A cluster of 10 separate species, C26H48Cl14O6S in total in a non-equilibrium geometry (the ωB97M-V functional and the def2-TZVPD basis, the Open Molecules 2025 dataset).

Calculated values
* HOMO level: -0.3728 Ha
* SMILES: O=S1(=O)CCCC1.O=C1CCCO1.O=C1CCCO1.ClCCCl.ClCCCl.ClCCCl.ClCCCl.ClCCCl.ClCCCl.ClCCCl
* gap between HOMO and LUMO: 10.2480 eV
* total charge: 0
* DFT total energy: -8311.75670 Ha

Geometry (Å):
O (5.856, 0.547, 1.317)
S (4.498, 0.107, 1.106)
O (3.739, 0.546, -0.054)
C (4.314, -1.693, 1.402)
C (2.981, -1.779, 2.182)
C (3.115, -0.748, 3.252)
C (3.529, 0.591, 2.584)
H (5.119, -2.008, 2.067)
H (4.352, -2.233, 0.456)
H (2.144, -1.630, 1.500)
H (2.825, -2.800, 2.530)
H (3.916, -1.016, 3.942)
H (2.168, -0.701, 3.788)
H (4.283, 1.185, 3.101)
H (2.655, 1.010, 2.085)
O (1.261, -1.465, -5.634)
C (2.044, -0.883, -4.864)
C (3.490, -0.515, -5.029)
C (3.898, -0.332, -3.583)
C (2.658, 0.107, -2.872)
O (1.628, -0.530, -3.666)
H (4.092, -1.354, -5.378)
H (3.674, 0.415, -5.568)
H (4.530, -1.089, -3.118)
H (4.482, 0.584, -3.489)
H (2.687, -0.466, -1.945)
H (2.674, 1.190, -2.751)
O (-0.844, -2.172, -0.907)
C (-1.193, -0.974, -0.592)
C (-0.182, 0.124, -0.223)
C (-1.075, 1.318, 0.191)
C (-2.471, 0.900, -0.179)
O (-2.401, -0.478, -0.536)
H (0.431, -0.185, 0.624)
H (0.426, 0.453, -1.066)
H (-1.058, 1.518, 1.262)
H (-0.790, 2.197, -0.388)
H (-3.287, 1.245, 0.456)
H (-2.657, 1.365, -1.147)
Cl (2.053, -6.562, -1.463)
C (1.847, -5.208, -0.338)
C (1.621, -3.844, -1.043)
Cl (3.025, -3.470, -2.030)
H (2.744, -5.165, 0.280)
H (1.026, -5.294, 0.374)
H (1.542, -3.030, -0.322)
H (0.737, -3.854, -1.681)
Cl (1.150, 2.327, 4.135)
C (-0.391, 1.706, 4.849)
C (-1.506, 2.713, 4.479)
Cl (-1.780, 3.805, 5.862)
H (-0.300, 1.519, 5.919)
H (-0.577, 0.765, 4.331)
H (-2.491, 2.350, 4.187)
H (-1.185, 3.330, 3.640)
Cl (-4.932, 2.938, -1.612)
C (-4.068, 4.392, -1.207)
C (-4.655, 4.931, 0.107)
Cl (-3.906, 4.121, 1.580)
H (-4.346, 5.029, -2.047)
H (-2.990, 4.233, -1.202)
H (-5.724, 4.790, 0.264)
H (-4.434, 5.990, 0.236)
Cl (1.214, 3.958, -0.991)
C (1.822, 4.906, 0.410)
C (0.715, 5.933, 0.868)
Cl (-0.585, 5.038, 1.753)
H (2.728, 5.466, 0.178)
H (2.180, 4.215, 1.172)
H (0.281, 6.574, 0.101)
H (1.065, 6.627, 1.631)
Cl (-1.595, 1.683, -3.417)
C (-1.382, 0.491, -4.819)
C (-2.534, 0.570, -5.775)
Cl (-3.972, -0.189, -5.081)
H (-1.264, -0.514, -4.413)
H (-0.466, 0.638, -5.392)
H (-2.428, 0.209, -6.798)
H (-2.812, 1.618, -5.883)
Cl (-3.475, 0.166, 2.882)
C (-2.771, -1.463, 2.633)
C (-2.968, -2.530, 3.753)
Cl (-2.426, -1.852, 5.311)
H (-1.708, -1.361, 2.418)
H (-3.267, -1.847, 1.741)
H (-2.526, -3.521, 3.647)
H (-4.032, -2.758, 3.827)
Cl (-4.399, -5.074, 1.297)
C (-2.757, -4.515, 0.629)
C (-2.072, -5.539, -0.281)
Cl (-1.795, -7.071, 0.672)
H (-2.111, -4.165, 1.435)
H (-2.907, -3.562, 0.121)
H (-1.114, -5.137, -0.611)
H (-2.614, -5.856, -1.171)

These are the Löwdin partial charges, in e, on atoms 1 to 2: O -0.329; S 0.686